The following is a DFT calculation (ωB97M-V/def2-TZVPD) of a 3-piece molecular cluster, C6H18O6 overall.

The geometry in XYZ format:
```
30
Properties=species:S:1:pos:R:3:forces:R:3
C -1.283 0.279 0.754 -0.1057 0.3480 0.3447
C -1.746 -0.549 -0.396 0.3010 -0.4399 -1.2643
O -1.689 -1.952 -0.151 -0.0370 0.3787 0.3177
O 0.077 0.014 1.079 -0.1586 -0.2812 -0.1084
H -1.948 0.033 1.590 0.1467 0.1675 0.1423
H -1.385 1.338 0.494 -0.1967 0.0156 0.0275
H -1.187 -0.363 -1.324 0.2704 0.3037 0.2450
H -2.765 -0.254 -0.652 -0.1837 -0.2971 0.3124
H -0.769 -2.119 0.091 -0.1264 -0.1604 -0.0108
H 0.287 0.531 1.861 0.1206 -0.0611 0.0041
C -0.917 4.323 -2.467 0.4696 -0.6431 1.9532
C -0.630 2.837 -2.594 -0.0325 -0.5571 -1.0024
O 0.754 2.510 -2.483 -0.3363 1.0454 0.0568
O -0.041 5.056 -3.303 -0.5677 0.2011 -0.1905
H -0.688 4.594 -1.426 0.3192 0.2497 -0.2800
H -1.990 4.523 -2.515 0.0219 0.1542 -0.7964
H -0.975 2.553 -3.602 -0.0303 -0.2466 0.0830
H -1.156 2.213 -1.873 -0.2197 0.2427 0.0973
H 1.187 3.336 -2.760 0.2366 -0.4377 0.0058
H -0.411 5.072 -4.195 0.1256 -0.0132 0.0739
C 0.792 -3.495 2.326 0.4123 0.5215 0.0354
C 2.125 -2.776 2.200 0.5584 -0.4390 -0.1475
O 3.112 -3.776 1.894 -0.3245 -0.3797 -0.1263
O 0.722 -4.238 3.529 -0.0338 -0.2280 -0.1567
H 0.661 -4.129 1.442 -0.0410 -0.0539 0.0252
H -0.009 -2.754 2.339 -0.0422 -0.0720 0.1166
H 2.415 -2.321 3.151 -0.3809 0.2660 -0.0337
H 2.106 -2.037 1.392 -0.1507 0.0896 0.1474
H 3.990 -3.491 2.147 0.0262 0.2183 0.0665
H 1.360 -4.958 3.448 -0.0407 0.1076 0.0623
```
Forces are in eV/Å.

ΔE to the lowest compared entry with this formula, charge and spin	2.117	eV
E_LUMO	0.5968	eV
orbital gap	0.3933	Ha
net charge	0
energy	-18797.0175	eV
E_HOMO	-0.3714	Eh
strongest force on any atom	2.11	eV/A

Atom charges from the natural (NBO) analysis, given in e for atoms 1 to 5: -0.09, -0.09, -0.71, -0.73, 0.17

=====

The following is a DFT calculation (ωB97M-V/def2-TZVPD) of a 14-piece molecular cluster, C23H74O14 overall.

The geometry in XYZ format:
```
111
Properties=species:S:1:pos:R:3:forces:R:3
C 5.363 2.916 -3.661 -0.0083 0.2047 0.1865
C 4.820 3.109 -2.236 0.8653 -0.2311 -1.0363
O 3.433 2.814 -2.224 0.0157 0.2928 0.2263
H 5.060 1.961 -4.089 0.1168 -0.2308 0.2659
H 6.451 2.978 -3.659 0.0231 -0.0254 -0.0868
H 4.969 3.657 -4.357 0.0068 0.2140 0.1963
H 5.020 4.127 -1.901 -0.4873 0.0749 0.0004
H 5.357 2.458 -1.545 -0.0301 -0.1122 0.0944
H 3.387 1.860 -2.326 -0.3009 -0.1711 -0.0205
C 0.285 0.090 -0.770 -0.4544 0.0903 -1.3161
C -0.701 0.988 -0.022 1.0300 -0.9727 -1.3117
O -0.093 1.476 1.103 -0.3673 0.2586 2.5712
H -0.229 -0.261 -1.666 0.1474 0.0771 -0.3750
H 0.699 -0.825 -0.346 -0.3042 0.2491 0.8796
H 1.121 0.725 -1.064 0.1105 -0.0987 -0.1455
H -1.608 0.424 0.199 -0.1203 0.2101 0.4413
H -0.945 1.832 -0.669 -0.3561 -0.1059 -0.3726
H 0.673 2.015 0.888 0.1046 -0.0245 -0.5688
C 1.116 -2.581 2.334 0.6855 -0.1032 0.1622
C 1.354 -4.078 2.368 -0.0388 0.6872 -0.6197
O 0.273 -4.685 2.981 -1.2657 -1.1263 0.7110
H 0.117 -2.351 1.965 0.2171 -0.0893 -0.2379
H 1.893 -2.185 1.678 -0.1446 0.5342 -0.0180
H 1.201 -2.135 3.325 0.1199 0.0176 0.0244
H 2.259 -4.362 2.905 0.2579 0.1920 -0.1239
H 1.391 -4.434 1.337 0.4514 -0.0406 -0.1362
H -0.131 -5.260 2.327 -0.2525 -0.0602 0.1638
C -3.438 -3.010 0.111 -0.3456 1.0043 1.1947
C -2.057 -3.286 0.634 0.5932 -0.7009 -1.0220
O -1.521 -4.394 -0.089 0.5067 -0.1810 0.2752
H -3.530 -2.634 -0.908 0.5375 -0.2590 -0.1513
H -3.758 -2.185 0.750 -0.8170 -0.0141 -0.0034
H -4.086 -3.878 0.228 -0.0154 0.0740 0.1032
H -1.983 -3.522 1.695 -0.4534 -0.0123 0.0165
H -1.368 -2.457 0.458 -0.2032 0.4838 0.1129
H -1.330 -3.973 -0.932 0.2392 -0.3588 -0.5643
C 3.873 -0.051 0.416 0.8665 0.0463 -0.7953
C 5.346 -0.273 0.040 -0.0065 -0.6020 0.6755
O 6.065 -0.352 1.266 0.2241 0.1578 0.4525
H 3.780 0.832 1.049 -0.0856 -0.0408 -0.0206
H 3.505 -0.936 0.934 0.0516 0.1035 0.0981
H 3.275 0.070 -0.487 -0.0832 0.0539 0.0626
H 5.853 0.473 -0.572 -0.6200 0.3916 -0.2641
H 5.495 -1.233 -0.455 -0.3798 -0.0542 -0.3892
H 7.000 -0.335 1.046 0.0885 -0.0659 0.1848
C -2.195 -1.051 3.831 -0.4845 0.0155 -1.2357
C -2.940 0.107 3.146 0.5330 0.2590 1.2247
O -2.123 1.285 3.214 -0.5721 -0.4674 -0.5478
H -2.793 -1.959 3.742 -0.1997 -0.0678 0.6001
H -1.874 -0.805 4.843 -0.2457 -0.1549 -0.0347
H -1.325 -1.297 3.221 0.3064 0.2469 0.1578
H -3.856 0.391 3.666 -0.0989 -0.3152 0.0759
H -3.225 -0.156 2.127 0.1128 -0.0093 -0.1411
H -1.503 1.190 2.485 0.6291 0.4033 0.0240
C -5.226 0.817 0.241 0.3821 0.4628 0.0965
C -6.371 -0.004 0.748 -1.1171 -0.2576 -0.6967
O -5.902 -1.029 1.587 0.6449 -0.0943 0.5393
H -4.728 1.230 1.118 0.0482 0.2760 -0.1301
H -5.607 1.623 -0.387 -0.0221 0.1963 0.1714
H -4.455 0.323 -0.350 -0.2733 -0.5008 0.1333
H -7.010 -0.384 -0.051 0.3430 -0.4368 -0.4278
H -7.083 0.667 1.234 0.1863 0.1434 0.6750
H -6.463 -1.805 1.654 -0.3082 0.2786 -0.2688
C -3.051 0.128 -2.659 -0.5103 0.2246 0.1761
C -2.684 -0.579 -3.951 -0.5971 0.6417 0.0732
O -1.288 -0.838 -4.078 -0.0782 -0.1957 -0.0035
H -2.491 1.052 -2.517 0.2976 -0.1547 0.0845
H -3.027 -0.494 -1.764 0.5822 -0.1339 -0.0998
H -4.092 0.453 -2.687 -0.1699 -0.0477 -0.3451
H -2.998 0.059 -4.778 -0.0107 -0.0004 -0.1297
H -3.264 -1.497 -4.045 0.3365 -0.2462 0.0326
H -0.910 -0.150 -4.630 0.1614 -0.0539 0.0570
C 0.813 1.258 4.625 -0.0185 0.3544 -1.3943
C 2.052 0.719 3.865 0.5519 0.5340 2.2033
O 2.586 -0.274 4.755 -0.0387 -0.5934 -0.4014
H 0.090 0.466 4.817 0.0570 0.0343 -0.2401
H 0.345 2.032 4.016 -0.3535 -0.2326 -0.2387
H 0.963 1.785 5.567 0.8849 -0.3932 0.0829
H 2.851 1.461 3.815 -0.2279 0.6523 -0.2006
H 1.952 0.353 2.842 -0.8582 -0.2086 0.0989
H 3.341 -0.677 4.318 0.1262 -0.1209 0.0636
C 2.394 3.687 1.137 1.2088 1.2454 0.4204
O 2.020 2.942 0.033 -1.2125 -0.7714 0.0521
H 1.815 3.455 2.031 -0.1611 -0.2463 -0.2043
H 3.452 3.547 1.363 0.1523 -0.2941 0.2819
H 2.320 4.760 0.951 -0.3655 0.1948 0.0327
H 2.499 3.182 -0.768 0.3564 -0.0252 -0.2277
C -2.691 3.678 1.233 1.0550 0.3569 -0.4033
O -3.545 4.807 1.304 -0.4952 -0.1455 -0.1361
H -3.189 2.750 1.509 -0.0532 0.4093 0.3071
H -2.259 3.537 0.240 -0.3603 -0.0326 -0.4423
H -1.797 3.868 1.828 -0.1438 -0.4138 0.5636
H -3.208 5.480 0.708 0.0024 -0.0067 0.0528
C 0.509 3.811 -3.101 -0.0308 0.5717 0.3672
O 0.217 4.128 -4.459 0.1249 -0.5843 0.0979
H 0.996 2.841 -3.007 -0.1199 0.0340 -0.4701
H 1.185 4.542 -2.656 0.1918 0.0485 -0.0654
H -0.374 3.802 -2.460 -0.2959 -0.0970 -0.1230
H -0.113 5.027 -4.529 0.0110 0.0067 0.2061
C -1.117 -4.404 -3.544 -0.2301 -0.1310 -0.1736
O -1.094 -3.218 -2.728 0.4023 -1.3997 -0.2378
H -1.955 -4.346 -4.240 -0.1636 -0.1863 0.0567
H -0.237 -4.632 -4.148 0.4516 0.8157 -0.0106
H -1.185 -5.319 -2.955 -0.4887 0.3707 0.5189
H -0.986 -2.473 -3.328 0.0813 0.4602 -0.0415
C 2.343 -3.208 -1.992 -0.1422 -0.5691 -0.8074
O 3.544 -2.493 -2.288 -0.1943 0.1366 0.4807
H 1.476 -2.553 -1.918 0.2940 0.2393 0.2700
H 2.128 -3.867 -2.835 -0.1133 -0.1485 -0.1114
H 2.423 -3.864 -1.125 0.0258 0.3117 0.2746
H 4.264 -2.994 -1.898 0.0948 0.0756 -0.0828
```
Forces are in eV/Å.

ΔE to the lowest compared entry with this formula, charge and spin	3.625	eV
E_LUMO	0.1906	eV
orbital gap	0.3498	Ha
net charge	0
energy	-53710.8071	eV
E_HOMO	-0.3428	Eh
strongest force on any atom	2.61	eV/A

Atom charges from the Löwdin analysis, given in e for atoms 1 to 5: -0.07, -0.28, -0.10, 0.07, 0.07